Record 1
Below is C15H7Co2N3O6 as an isolated structure in a non-equilibrium geometry, with properties calculated with ωB97M-V/def2-TZVPD.

For the HOMO energy, the calculation gives -0.6 eV. For the relative energy (zero: lowest compared OMol25 entry of this formula, charge and spin), the calculation gives 5.28 kJ/mol. The net charge is -2. As for the multiplicity: 1.

CARTESIAN COORDINATES (ANGSTROEM)
1 N 0.4547 0.6853 -4.9765
2 C -0.6395 2.3621 1.5354
3 C -0.6448 -2.7791 2.4289
4 C 2.7996 -0.3007 0.7016
5 O -0.2987 3.4610 1.4017
6 C 3.5955 -2.1056 2.6741
7 N 0.7203 0.2033 -6.0358
8 C 2.2984 -1.6055 2.6748
9 O -1.2637 0.1854 4.5169
10 H 3.8934 -2.8407 3.4298
11 O -0.6942 -3.1596 3.5275
12 H -0.3431 1.0417 -1.6725
13 H 2.4918 0.3965 -0.0702
14 H 1.5980 -1.9174 3.4403
15 O 1.6649 -3.4009 -0.4706
16 H 0.9196 -0.3210 -1.5760
17 C 0.7015 -2.9748 0.0076
18 O -3.7949 0.4562 0.8539
19 N 0.1939 1.1679 -3.9315
20 C -2.6921 0.5612 1.1740
21 H 5.5297 -2.0520 1.6966
22 Co -0.9448 0.6053 1.6710
23 C 4.4997 -1.6974 1.6830
24 C 0.1880 0.3100 -1.0894
25 H 4.7598 -0.5313 -0.1352
26 O -2.9869 -2.6227 -0.6825
27 C 0.4694 -0.4482 1.3774
28 C -2.0244 -2.4701 -0.0564
29 Co -0.5604 -2.1005 0.8432
30 C -1.1839 0.4078 3.3871
31 C -0.0745 0.2300 0.2124
32 C 4.0908 -0.8102 0.6837
33 C 1.8560 -0.7639 1.6316

***

Record 2
Below is C15H7F5IrN3S2 as an isolated structure, with properties calculated with ωB97M-V/def2-TZVPD.

For the HOMO energy, the calculation gives -8.7 eV. For the relative energy (zero: lowest compared OMol25 entry of this formula, charge and spin), the calculation gives 107.37 kJ/mol. The net charge is 0. As for the multiplicity: 1.

CARTESIAN COORDINATES (ANGSTROEM)
1 C 2.6521 1.6786 2.1144
2 C -0.6482 -3.5739 -2.4167
3 C -3.1246 0.5629 -2.0341
4 C 1.2438 1.9949 4.0602
5 C 0.9306 2.7037 5.2645
6 N 0.6677 3.2758 6.2247
7 H 0.3273 -0.5108 -3.2140
8 C -2.7805 0.8046 -3.3538
9 C -0.6602 -0.1896 -2.9145
10 F 1.5760 -2.9377 -2.4428
11 H -3.4827 1.2748 -4.0280
12 H -2.4237 -0.2436 -0.1598
13 N -0.9949 -0.4227 -1.6358
14 F -1.7501 -3.6776 -1.6499
15 C 0.4139 0.9660 3.6495
16 H 3.5196 1.9536 1.5298
17 S 2.0719 -0.2340 0.2127
18 S -0.2903 -0.9996 1.8232
19 C 2.3689 2.3527 3.2893
20 H -4.0892 0.8459 -1.6397
21 C 0.6877 0.3060 2.4552
22 N 3.8971 4.3015 4.0141
23 Ir 0.2487 -1.3628 -0.3249
24 F -0.4092 -4.7671 -2.9618
25 C 0.5205 -3.0569 -1.5670
26 C -2.2121 -0.0485 -1.2004
27 H -0.4415 0.6910 4.2511
28 C 1.8016 0.6603 1.6952
29 C -1.5225 0.4306 -3.7946
30 F 0.8220 -4.0926 -0.7132
31 F -0.9323 -2.7181 -3.4184
32 H -1.2059 0.6017 -4.8125
33 C 3.2187 3.4309 3.6978

***

Record 3
Below is C15H8Cl2PdS6 as an isolated structure in a non-equilibrium geometry, with properties calculated with ωB97M-V/def2-TZVPD.

For the HOMO energy, the calculation gives -1.1 eV. For the relative energy (zero: lowest compared OMol25 entry of this formula, charge and spin), the calculation gives 87.95 kJ/mol. The net charge is -2. As for the multiplicity: 1.

CARTESIAN COORDINATES (ANGSTROEM)
1 C 3.6888 2.0197 3.9351
2 S -3.1705 1.6939 -7.8032
3 Cl 1.1293 -0.5780 2.4124
4 H -2.3895 -4.6854 1.8077
5 S 1.2647 1.7934 0.0090
6 H 4.3880 3.8647 3.0765
7 C 3.7546 2.9953 2.9572
8 H -3.5482 -2.5087 2.0962
9 S -0.1415 1.9856 -2.7586
10 Pd -0.5614 0.0951 -1.1475
11 C -0.9691 -3.8838 0.4013
12 H 2.7765 0.1422 4.4564
13 C 2.1162 0.8238 2.5575
14 S -2.9719 0.0104 -5.3411
15 C 2.8591 0.9308 3.7196
16 S -1.4009 2.3628 -5.4796
17 C -1.9719 0.3238 -3.9492
18 C -2.5424 1.3727 -6.2800
19 H 0.2974 -2.8426 -0.9726
20 C 2.1338 1.7924 1.5097
21 Cl 3.1711 4.1664 0.6397
22 C -1.2160 1.4443 -4.0005
23 H -0.4536 -4.8288 0.2607
24 C -2.2642 -1.4672 0.7289
25 C 3.0044 2.8699 1.8034
26 H 4.2708 2.1047 4.8441
27 C -2.6979 -2.5881 1.4261
28 C -1.1696 -1.5167 -0.1407
29 C -0.5436 -2.7579 -0.2937
30 H -2.7851 -0.5262 0.8656
31 C -2.0506 -3.8072 1.2690
32 S -2.0069 -0.8013 -2.6096

***

Record 4
Below is C15H8F2N3O11PdS as an isolated structure in a non-equilibrium geometry, with properties calculated with ωB97M-V/def2-TZVPD.

For the HOMO energy (alpha / beta), the calculation gives -6.1 / -6.8 eV. The net charge is -1. As for the multiplicity: 5.

CARTESIAN COORDINATES (ANGSTROEM)
1 N -1.4259 1.7429 0.3692
2 C -2.3214 1.8961 2.6053
3 F -0.1316 -2.2350 3.0569
4 C -1.2605 2.1246 -0.8840
5 O 0.5726 0.6590 -0.9791
6 C -0.1807 1.3886 -1.6927
7 Pd 0.1826 0.4584 1.3429
8 C -0.1457 -3.4834 -1.8206
9 O -3.7132 4.7996 -1.0960
10 O -1.3189 1.1738 2.9193
11 H -3.4671 4.9981 -2.0040
12 N 1.4374 -1.3044 0.6986
13 C 2.0851 -2.8257 -1.2046
14 H 2.1957 -4.9843 -3.7646
15 O -3.2410 2.2545 3.3251
16 S 2.8654 -1.8098 0.0504
17 O -0.1576 1.5711 -2.9009
18 O 2.7699 3.3803 2.1626
19 C 0.3312 -1.0175 3.3661
20 C 2.6494 -3.6175 -2.1795
21 H -1.8298 3.4108 -2.4713
22 H -1.2152 -3.4179 -1.6730
23 H -0.2245 -0.5964 4.2048
24 O 3.5953 -0.7159 -0.5108
25 C -2.3086 2.3526 1.1504
26 H -0.2374 -4.8854 -3.4366
27 H 3.7218 -3.6523 -2.3200
28 C 0.7163 -2.7532 -1.0227
29 O -0.7728 -1.4180 0.3423
30 H -3.8215 3.8348 1.3505
31 O 0.9866 2.7132 1.1385
32 C -2.9497 3.7827 -0.6371
33 C -2.0062 3.1433 -1.4368
34 O 3.5561 -2.6840 0.9557
35 C 1.7878 -4.3538 -2.9850
36 C -3.1094 3.3707 0.6831
37 C 0.3835 -1.7969 0.0608
38 O 2.0095 1.3794 2.4575
39 C 0.4097 -4.2927 -2.8026
40 N 1.9512 2.5233 1.9311
41 F 1.6316 -1.1134 3.6507

***

> Look up the net charge of the fourth one.

-1

***

Copy entry 3 word for word.
Below is C15H8Cl2PdS6 as an isolated structure in a non-equilibrium geometry, with properties calculated with ωB97M-V/def2-TZVPD.

For the HOMO energy, the calculation gives -1.1 eV. For the relative energy (zero: lowest compared OMol25 entry of this formula, charge and spin), the calculation gives 87.95 kJ/mol. The net charge is -2. As for the multiplicity: 1.

CARTESIAN COORDINATES (ANGSTROEM)
1 C 3.6888 2.0197 3.9351
2 S -3.1705 1.6939 -7.8032
3 Cl 1.1293 -0.5780 2.4124
4 H -2.3895 -4.6854 1.8077
5 S 1.2647 1.7934 0.0090
6 H 4.3880 3.8647 3.0765
7 C 3.7546 2.9953 2.9572
8 H -3.5482 -2.5087 2.0962
9 S -0.1415 1.9856 -2.7586
10 Pd -0.5614 0.0951 -1.1475
11 C -0.9691 -3.8838 0.4013
12 H 2.7765 0.1422 4.4564
13 C 2.1162 0.8238 2.5575
14 S -2.9719 0.0104 -5.3411
15 C 2.8591 0.9308 3.7196
16 S -1.4009 2.3628 -5.4796
17 C -1.9719 0.3238 -3.9492
18 C -2.5424 1.3727 -6.2800
19 H 0.2974 -2.8426 -0.9726
20 C 2.1338 1.7924 1.5097
21 Cl 3.1711 4.1664 0.6397
22 C -1.2160 1.4443 -4.0005
23 H -0.4536 -4.8288 0.2607
24 C -2.2642 -1.4672 0.7289
25 C 3.0044 2.8699 1.8034
26 H 4.2708 2.1047 4.8441
27 C -2.6979 -2.5881 1.4261
28 C -1.1696 -1.5167 -0.1407
29 C -0.5436 -2.7579 -0.2937
30 H -2.7851 -0.5262 0.8656
31 C -2.0506 -3.8072 1.2690
32 S -2.0069 -0.8013 -2.6096

***

> Which value of multiplicity does entry 2 give?

1

***

> What is the multiplicity in the third record?

1